(1)
{"formula": "C10H19ClMnNOs", "method": "ωB97M-V/def2-TZVPD", "multiplicity": 9, "de_lowest_ev": 1.087, "charge": 0, "homo_energy_ev": [-5.6, -8.2], "symbols": ["Mn", "Cl", "C", "C", "H", "H", "H", "H", "H", "H", "Os", "C", "C", "H", "H", "H", "H", "H", "C", "C", "C", "C", "C", "C", "N", "H", "H", "H", "H", "H", "H", "H", "H"], "xyz": [[0.5352, 2.7298, -0.3968], [1.3908, 1.4129, -2.8746], [2.2897, 3.6451, -0.2781], [-0.1143, 4.0032, -1.7412], [1.9095, 4.6609, -0.0479], [2.9442, 3.2274, 0.5151], [2.7239, 3.5523, -1.2962], [-0.0792, 4.9513, -1.1818], [-1.1364, 3.7617, -2.0408], [0.5847, 3.9251, -2.5831], [0.4029, 0.6649, -0.9165], [2.0320, 0.2422, 0.2201], [-0.5313, 1.1313, 0.6738], [2.5448, 1.1976, 0.5064], [1.7402, -0.3124, 1.1339], [2.7405, -0.4164, -0.3328], [-1.6493, 1.1551, 0.6812], [-0.1005, 1.1790, 1.7008], [0.8235, -2.8883, 0.2925], [-0.1721, -2.5476, -0.7131], [-1.0344, -3.4373, -1.4063], [-1.8620, -2.6569, -2.2158], [-1.4846, -1.3198, -2.0001], [-2.0219, -0.0580, -2.5427], [-0.4469, -1.2660, -1.1471], [0.8866, -3.9832, 0.3217], [0.5427, -2.5180, 1.2877], [1.7998, -2.4609, 0.0343], [-0.9941, -4.5092, -1.2803], [-2.6462, -2.9524, -2.9113], [-1.7904, -0.0002, -3.6021], [-3.0863, -0.0235, -2.3713], [-1.5518, 0.8019, -2.0288]], "lowdin_spin": [4.0467, 0.2556, -0.0362, 0.0287, 0.0083, 0.0060, 0.0093, 0.0187, 0.0162, 0.0112, 1.8057, 0.0702, 0.3839, 0.0182, 0.0215, 0.0172, 0.0520, 0.0510, 0.0580, 0.3108, 0.1239, 0.1652, 0.2870, 0.0749, 0.1099, -0.0002, 0.0203, 0.0152, 0.0025, 0.0056, 0.0163, 0.0125, 0.0139]}

***

(2)
{"formula": "C18H18ClNO4S", "method": "ωB97M-V/def2-TZVPD", "multiplicity": 1, "de_lowest_ev": 1.237, "charge": 0, "homo_energy_ev": -8.9, "symbols": ["O", "O", "Cl", "O", "O", "S", "C", "C", "C", "C", "C", "C", "C", "C", "C", "C", "C", "C", "N", "C", "C", "C", "C", "C", "C", "H", "H", "H", "H", "H", "H", "H", "H", "H", "H", "H", "H", "H", "H", "H", "H", "H", "H"], "xyz": [[-1.7383, 0.2719, 3.0428], [4.4377, 0.0700, 0.3793], [-0.0635, -3.3468, 1.0196], [-1.3208, 0.5802, -2.4771], [-3.0312, 1.2189, 0.8380], [0.0815, -4.2247, 3.9321], [-0.9781, -0.5666, 2.5666], [4.1333, -0.0176, -0.8226], [-0.2271, -3.0836, 5.2694], [-0.2357, -2.9820, 2.7260], [-0.6149, -1.8422, 4.8216], [-0.6139, -1.7793, 3.3290], [1.0490, 0.1949, -2.9782], [2.3710, 0.0922, -2.6110], [1.7216, 0.5147, -0.3236], [-0.0087, 0.4429, -2.0622], [2.7420, 0.2246, -1.2606], [0.3676, 0.5902, -0.6871], [-0.4405, -0.3091, 1.3324], [5.2419, -0.3910, -1.8067], [-1.9908, 2.7718, -1.6354], [-3.7310, 0.9719, -2.0433], [-2.2626, 1.2253, -1.5672], [-2.1118, 0.6302, -0.1444], [-0.7042, 0.7663, 0.4002], [-2.7796, 0.9056, 1.7409], [-0.1077, -3.3262, 6.3150], [-0.9130, -1.0605, 5.4907], [0.8515, 0.1830, -4.0508], [3.1447, -0.0886, -3.4048], [1.9628, 0.5389, 0.7396], [0.1096, -1.0929, 0.9255], [4.9091, -1.0777, -2.5775], [6.0675, -0.8582, -1.2560], [5.5939, 0.5104, -2.3560], [-0.9541, 2.9494, -1.4300], [-2.2382, 3.1727, -2.6250], [-2.6027, 3.2874, -0.8583], [-3.9100, -0.1434, -2.1285], [-3.8782, 1.3735, -3.0650], [-4.4210, 1.3815, -1.3072], [-2.3863, -0.3945, -0.2482], [-0.5208, 1.7166, 0.8579]], "lowdin_charge": [0.0520, 0.0442, 0.6766, 0.0107, -0.0322, 0.9615, -0.4121, -0.3768, -0.3639, -0.8883, -0.0916, -0.2124, 0.0024, -0.0335, 0.0516, -0.1555, -0.1540, -0.0769, 0.0911, -0.0220, 0.0104, -0.0057, -0.4390, -0.2356, -0.1867, 0.0593, 0.0674, 0.1086, 0.1191, 0.1270, 0.1326, 0.0688, 0.0629, 0.0859, 0.1005, 0.0699, 0.0882, 0.1047, 0.1036, 0.0893, 0.0850, 0.1485, 0.1643]}

***

(3)
{"formula": "C10H17N2", "method": "ωB97M-V/def2-TZVPD", "multiplicity": 1, "de_lowest_ev": 2.927, "charge": 1, "homo_energy_ev": -9.8, "symbols": ["C", "C", "C", "C", "C", "C", "C", "H", "H", "H", "H", "H", "H", "H", "C", "N", "C", "N", "C", "H", "H", "H", "H", "H", "H", "H", "H", "H", "H"], "xyz": [[-0.2511, -0.0226, -1.4824], [-0.8396, 1.2268, -1.6708], [-2.1829, 1.5283, -1.8626], [-3.2950, 0.6862, -1.8794], [-3.3002, -0.7029, -1.8785], [-2.1973, -1.5561, -1.8753], [-0.8504, -1.2708, -1.6977], [0.8245, -0.0283, -1.2750], [-0.1605, 2.0862, -1.6557], [-2.4040, 2.5986, -1.9789], [-4.2710, 1.1807, -1.9467], [-4.2857, -1.1869, -1.9373], [-2.4335, -2.6230, -1.9940], [-0.1765, -2.1328, -1.7096], [-0.0307, -0.2004, 1.6365], [1.3046, -0.0423, 1.0302], [2.0677, -1.2990, 0.9748], [1.9696, 1.0762, 1.4621], [3.1509, 1.0911, 2.3215], [-0.0827, -1.2273, 2.0277], [-0.1643, 0.5405, 2.4371], [-0.8179, -0.0739, 0.8798], [1.6096, -1.9846, 1.7132], [1.9484, -1.7558, -0.0215], [3.1361, -1.1329, 1.1713], [1.3351, 1.8581, 1.5610], [3.8019, 1.8974, 1.9507], [2.8833, 1.3223, 3.3711], [3.7115, 0.1471, 2.3283]], "lowdin_charge": [-0.0293, 0.0013, -0.0005, -0.0028, -0.0027, -0.0025, 0.0009, 0.1157, 0.1369, 0.1339, 0.1333, 0.1352, 0.1343, 0.1306, -0.0599, -0.3204, -0.0552, -0.1362, -0.0953, 0.0753, 0.0939, 0.0496, 0.0835, 0.0706, 0.0737, 0.1108, 0.0818, 0.0791, 0.0642]}

***

(4)
{"formula": "C3H7NO", "method": "ωB97M-V/def2-TZVPD", "multiplicity": 1, "de_lowest_ev": 4.169, "charge": 0, "homo_energy_ev": -9.2, "symbols": ["C", "N", "O", "H", "H", "H", "C", "C", "H", "H", "H", "H"], "xyz": [[-1.8000, -0.2770, -0.5065], [-0.9552, -1.3164, -1.0307], [-0.4357, -2.0595, -0.2232], [-2.7053, -0.2543, -1.1105], [-1.2625, 0.6548, -0.6866], [-2.0217, -0.3781, 0.5593], [1.2410, 0.4036, 1.0567], [1.8186, 0.8074, -0.0565], [1.9731, 1.8502, -0.2797], [2.1627, 0.1070, -0.8005], [0.8945, 1.1028, 1.8035], [1.0905, -0.6405, 1.2747]], "lowdin_charge": [-0.1147, -0.1057, -0.0311, 0.0802, 0.0784, 0.0848, -0.0920, -0.0793, 0.0442, 0.0491, 0.0495, 0.0366]}

***

(5)
{"formula": "C24H43CoN2P3S", "method": "ωB97M-V/def2-TZVPD", "multiplicity": 5, "de_lowest_ev": 0.000, "charge": 3, "homo_energy_ev": [-16.2, -16.3], "symbols": ["Co", "P", "P", "P", "H", "C", "C", "H", "C", "C", "C", "C", "C", "C", "C", "C", "C", "H", "H", "H", "H", "H", "H", "H", "H", "H", "H", "H", "H", "H", "H", "H", "H", "H", "H", "H", "H", "H", "H", "H", "H", "H", "H", "H", "H", "H", "C", "C", "C", "C", "C", "C", "S", "H", "H", "H", "H", "H", "H", "N", "C", "N", "C", "C", "C", "C", "C", "C", "H", "H", "H", "H", "H", "H"], "xyz": [[0.6759, -0.1104, 0.4806], [1.8912, 1.5543, 1.3515], [-1.1351, 0.3178, 1.7554], [-1.5917, 3.4276, -1.9973], [0.6095, -2.6989, -5.3410], [0.6218, -1.6021, -5.2927], [1.6368, -0.9533, -4.7145], [2.3756, -1.4546, -4.0832], [3.5155, 0.8668, 1.7656], [1.4571, 2.4039, 2.9174], [2.2812, 2.9635, 0.2484], [-2.5702, -0.5700, 1.0423], [-0.9722, -0.2711, 3.4928], [-1.8238, 1.9929, 2.0091], [-1.1249, 3.2525, -3.7330], [-1.6209, 5.0685, -1.2276], [-3.1861, 2.7203, -1.5926], [-0.1852, -1.1044, -5.8492], [1.8835, 0.0793, -4.9875], [3.7465, -0.0210, 1.1653], [3.5434, 0.6027, 2.8298], [4.2701, 1.6397, 1.5789], [1.0997, 1.7198, 3.6953], [0.7312, 3.2106, 2.7643], [2.3989, 2.8532, 3.2532], [2.9052, 2.6619, -0.6044], [2.8383, 3.6974, 0.8493], [1.3628, 3.4410, -0.1206], [-3.4688, -0.5058, 1.6819], [-2.3276, -1.6297, 0.8856], [-2.7967, -0.1350, 0.0559], [-1.8742, -0.0843, 4.1054], [-0.1217, 0.2213, 3.9893], [-0.7658, -1.3501, 3.5138], [-2.7211, 1.9694, 2.6374], [-2.0941, 2.4593, 1.0616], [-1.1169, 2.6620, 2.4941], [-1.5870, 4.0673, -4.3110], [-1.4350, 2.2920, -4.1815], [-0.0299, 3.3129, -3.8541], [-2.5354, 5.5953, -1.5466], [-0.7561, 5.6999, -1.4831], [-1.6548, 4.9639, -0.1270], [-3.9699, 3.1136, -2.2571], [-3.5022, 2.9518, -0.5654], [-3.1894, 1.6292, -1.6952], [-0.0402, -0.7372, -2.2099], [-1.3919, -0.7537, -2.6178], [-2.0460, -1.9703, -2.7823], [-1.3213, -3.1671, -2.7845], [0.0680, -3.1503, -2.5303], [0.6906, -1.9495, -2.2034], [0.7452, 0.7131, -1.7286], [-0.5870, 2.7031, -1.3117], [-1.8976, 0.2010, -2.7550], [-3.1246, -1.9974, -3.0065], [-1.8151, -4.1190, -3.0292], [0.6738, -4.0689, -2.5997], [1.7802, -1.8775, -2.0913], [0.0819, -4.1778, 1.1850], [-0.1256, -2.9713, 0.6506], [0.7389, -2.0774, 1.1101], [1.5330, -2.7418, 2.0674], [2.2744, -2.2027, 3.1279], [2.4016, -2.9693, 4.2940], [1.9900, -4.3142, 4.3152], [1.3480, -4.8878, 3.2127], [1.1214, -4.0817, 2.1063], [-0.4808, -5.0077, 1.0220], [-0.8453, -2.7975, -0.1444], [2.6287, -1.1822, 3.0390], [2.8061, -2.5296, 5.1941], [2.1538, -4.9003, 5.2045], [0.9524, -5.9058, 3.2065]], "lowdin_spin": [2.6107, 0.0827, 0.0845, 0.0031, 0.0018, 0.0256, 0.0227, 0.0008, 0.0279, 0.0088, 0.0137, 0.0212, 0.0132, 0.0135, 0.0013, 0.0006, -0.0001, 0.0006, 0.0039, 0.0024, 0.0003, 0.0042, 0.0002, -0.0001, 0.0022, 0.0008, 0.0024, -0.0003, 0.0046, 0.0003, 0.0002, 0.0028, 0.0001, -0.0001, 0.0030, 0.0000, 0.0001, 0.0002, 0.0000, 0.0007, 0.0002, 0.0000, 0.0000, 0.0000, 0.0000, -0.0001, 0.1433, 0.0875, 0.0123, 0.1423, -0.0146, 0.1280, 0.4407, 0.0038, 0.0020, -0.0011, 0.0061, -0.0022, 0.0025, 0.0088, 0.0133, 0.0495, 0.0076, 0.0022, 0.0004, 0.0006, 0.0011, 0.0018, 0.0003, 0.0024, 0.0007, 0.0000, 0.0000, 0.0001]}

***

(6)
{"formula": "C6H18N", "method": "ωB97M-V/def2-TZVPD", "multiplicity": 1, "de_lowest_ev": 0.111, "charge": 1, "homo_energy_ev": -14.6, "symbols": ["C", "C", "N", "H", "H", "H", "H", "H", "H", "H", "H", "C", "C", "C", "C", "H", "H", "H", "H", "H", "H", "H", "H", "H", "H"], "xyz": [[2.8151, 0.4073, 1.6213], [1.8405, -0.4517, 2.3796], [0.6696, -0.7541, 1.4828], [3.7910, 0.4522, 2.1091], [2.9769, -0.0278, 0.6242], [2.4443, 1.4229, 1.5004], [2.3611, -1.3562, 2.6864], [1.4236, 0.0503, 3.2599], [0.2086, 0.1440, 1.2137], [-0.0306, -1.3502, 1.8857], [1.0173, -1.1840, 0.6542], [-0.6777, -0.4230, -2.5506], [-1.2584, -0.0715, -1.1417], [-0.7252, 1.2526, -0.5620], [-2.8267, -0.0780, -1.1939], [-1.1598, -1.3516, -2.8848], [-0.9543, 0.3727, -3.2375], [0.3916, -0.6075, -2.5020], [-0.8988, -0.9096, -0.5186], [-1.1559, 1.3799, 0.4422], [-0.9660, 2.1093, -1.2007], [0.3717, 1.2153, -0.5092], [-3.1884, -1.1032, -1.4210], [-3.2074, 0.2550, -0.2033], [-3.2622, 0.6067, -1.9338]], "lowdin_charge": [-0.0718, -0.1875, 0.1857, 0.0990, 0.0929, 0.0878, 0.1331, 0.1377, 0.1220, 0.1667, 0.1411, -0.0708, -0.4824, -0.0988, -0.0718, 0.0828, 0.0832, 0.0679, 0.0906, 0.0775, 0.1001, 0.0644, 0.0862, 0.0784, 0.0860]}

***

(7)
{"formula": "C19H30N2O16S3", "method": "ωB97M-V/def2-TZVPD", "multiplicity": 1, "charge": 0, "homo_energy_ev": -8.8, "symbols": ["C", "C", "C", "N", "C", "C", "C", "C", "O", "C", "O", "C", "O", "C", "N", "C", "C", "C", "O", "H", "H", "H", "H", "H", "H", "H", "H", "H", "H", "H", "H", "H", "H", "H", "H", "H", "H", "C", "C", "O", "S", "O", "O", "O", "H", "H", "H", "H", "C", "C", "O", "S", "O", "O", "O", "H", "H", "H", "H", "C", "C", "O", "S", "O", "O", "O", "H", "H", "H", "H"], "xyz": [[2.0604, -2.3855, 3.2623], [3.1039, -2.6386, 1.9847], [2.4481, -2.2356, 0.5319], [2.7479, -0.8243, 0.0795], [2.1679, 0.2300, 0.9898], [3.0187, 1.2338, 1.6833], [4.6495, 1.3444, 1.5725], [5.4076, 0.9624, 3.0137], [5.7832, 1.9808, 3.8370], [2.2747, 2.3639, 2.6647], [3.0526, 3.2301, 3.3198], [0.6482, 2.5109, 2.8351], [0.1548, 3.6257, 3.6666], [-0.2068, 1.5182, 2.1197], [-1.7098, 1.6824, 2.2356], [-2.3637, 0.5740, 3.0292], [-4.0107, 0.8298, 2.9062], [0.5114, 0.3242, 1.1974], [-0.3575, -0.5235, 0.6023], [1.5315, -1.3388, 3.2099], [1.2547, -3.2560, 3.3513], [2.7428, -2.4609, 4.2286], [4.1668, -2.1792, 2.1646], [3.2573, -3.8205, 1.9559], [1.3145, -2.5243, 0.5485], [2.9561, -2.9624, -0.2675], [3.7849, -0.7769, -0.0102], [5.1297, 0.8007, 0.6546], [4.8903, 2.5044, 1.4202], [5.6851, -0.1252, 3.3428], [-0.1659, 3.2865, 4.5566], [-2.1493, 1.8254, 1.2946], [-2.0796, 0.6027, 4.1878], [-2.1529, -0.5118, 2.6173], [-4.5436, 0.8248, 3.9490], [-4.4749, -0.0082, 2.2183], [-4.1924, 1.8778, 2.3649], [-2.9356, 3.8396, -3.0229], [-2.9884, 5.1284, -2.2069], [-3.8817, 4.8523, -1.1305], [-3.7606, 3.2751, -0.7328], [-2.8642, 3.1619, 0.3962], [-5.0843, 2.6971, -0.7479], [-2.9634, 2.7814, -2.0665], [-3.8178, 3.7426, -3.6639], [-2.0327, 3.7759, -3.6360], [-3.3432, 5.9789, -2.7939], [-2.0081, 5.3649, -1.7799], [5.0573, -5.5148, -1.9520], [6.0562, -6.5311, -1.4050], [6.5928, -5.9308, -0.2284], [5.4451, -5.0000, 0.4622], [4.8183, -5.7650, 1.5172], [5.9904, -3.6780, 0.6659], [4.4222, -4.9499, -0.8063], [5.5685, -4.7098, -2.4897], [4.3163, -5.9771, -2.6096], [6.8515, -6.7591, -2.1187], [5.5538, -7.4589, -1.1117], [-5.9714, 1.0612, -3.6944], [-7.0702, 0.2105, -4.3259], [-7.6081, 1.0137, -5.3739], [-6.4215, 1.9507, -5.9857], [-5.9032, 1.3055, -7.1716], [-6.8690, 3.3240, -5.9686], [-5.3439, 1.7408, -4.7805], [-6.3937, 1.8134, -3.0204], [-5.2414, 0.4555, -3.1508], [-7.8493, -0.0619, -3.6101], [-6.6557, -0.6980, -4.7756]], "lowdin_charge": [-0.1224, -0.2205, -0.2092, -0.0138, -0.0860, -0.0461, -0.0986, -0.0943, -0.0903, -0.1249, -0.0133, -0.0716, -0.0224, -0.0559, -0.0579, -0.2484, -0.1070, -0.0961, -0.0490, 0.0596, 0.0885, 0.0811, 0.0992, 0.0949, 0.1263, 0.1139, 0.0992, 0.1116, 0.1392, 0.1247, 0.1317, 0.0634, 0.1238, 0.1092, 0.0719, 0.0770, 0.0760, -0.1655, -0.1667, -0.1817, 0.7021, -0.2469, -0.2329, -0.1897, 0.1235, 0.1419, 0.1407, 0.1352, -0.1694, -0.1733, -0.1902, 0.6614, -0.2363, -0.2402, -0.2141, 0.1343, 0.1387, 0.1383, 0.1341, -0.1774, -0.1716, -0.1918, 0.6780, -0.2357, -0.2369, -0.2101, 0.1258, 0.1408, 0.1390, 0.1332]}

***

(8)
{"formula": "C3H3NO2", "method": "ωB97M-V/def2-TZVPD", "multiplicity": 1, "de_lowest_ev": 4.708, "charge": 0, "homo_energy_ev": -7.9, "symbols": ["C", "C", "C", "N", "O", "O", "H", "H", "H"], "xyz": [[0.1464, 0.9112, 0.2807], [1.1488, -1.6912, 0.7565], [1.3389, 0.9831, -0.1272], [-1.0906, 0.3233, -0.1147], [2.4747, 1.1378, -0.3338], [0.3828, -1.9418, -0.0795], [-1.6575, 0.1320, 0.6878], [-1.6363, 0.9154, -0.6987], [-1.1074, -0.7699, -0.3711]], "lowdin_charge": [-0.1766, 0.0857, -0.4306, 0.0606, 0.0670, -0.0379, 0.1270, 0.1347, 0.1701]}